Density functional theory data (ωB97M-V with the def2-TZVPD basis set) for a molecular structure, C30H54ClFP2PdSi2 in a non-equilibrium geometry.

<S²>: 6.02
Kohn-Sham gap (alpha / beta): 2.5 / 3.3 eV
spin multiplicity: 5
electronic energy: -3124.9268 Ha
energy above the lowest of the compared OMol25 structures with the same formula, charge and spin: 286.01 kJ/mol

```
91
Properties=species:S:1:pos:R:3:forces:R:3:mulliken_charge:R:1
Pd -0.043492 -1.087097 0.407800 -0.76 0.41 -1.80 -1.111
C -0.483190 0.420784 2.171256 0.44 0.42 0.93 -1.610
C 0.449601 -0.662781 2.411290 0.07 0.47 -0.02 -1.048
C 1.719803 -0.191616 1.870885 -0.14 0.85 0.54 0.615
Si 0.007020 -2.293023 3.240258 -0.07 0.53 -0.42 0.042
C 1.561909 1.160862 1.474359 0.78 -0.98 0.09 -1.187
C 0.212807 1.557284 1.657468 -1.12 0.04 0.05 1.755
Si -0.508873 3.291577 1.520489 -0.07 -1.28 0.29 0.280
H -1.524200 0.389726 2.490839 0.29 0.08 -0.24 0.391
H 2.642078 -0.761256 1.939904 -0.07 0.30 -0.15 0.683
H 2.356582 1.829905 1.150212 -0.01 -0.22 -0.01 0.606
Cl 1.803252 0.459055 -3.975794 -0.26 -0.17 0.61 -0.234
C -2.163931 3.329723 2.388918 0.01 0.15 0.01 -1.227
C 0.677761 4.507101 2.288275 0.07 0.24 0.11 -1.160
C -1.728546 -2.145941 3.897706 -0.06 -0.04 0.23 -1.191
C 1.244455 -2.601386 4.597750 0.01 -0.14 0.29 -1.208
H 1.166989 4.037192 3.152101 -0.09 0.15 -0.19 0.331
H 0.115535 5.382459 2.642453 0.23 -0.08 -0.08 0.369
H 1.452821 4.847442 1.590339 -0.09 -0.01 0.23 0.293
H -2.807893 2.499102 2.071682 0.13 0.15 0.00 0.306
H -2.677705 4.275111 2.164242 0.02 -0.19 0.12 0.367
H -2.018092 3.262586 3.475964 -0.08 0.02 -0.22 0.336
H 1.510337 -1.650565 5.079989 -0.04 -0.26 -0.07 0.351
H 2.159307 -3.074514 4.218571 -0.12 0.10 0.13 0.301
H 0.789347 -3.260945 5.349964 0.27 0.07 -0.07 0.367
H -1.820835 -1.228975 4.496143 -0.05 -0.22 -0.07 0.350
H -1.935779 -3.008584 4.547453 -0.07 0.20 -0.10 0.399
H -2.478737 -2.119841 3.096696 0.19 0.02 0.08 0.250
C -0.829453 3.780983 -0.293944 -0.12 -0.30 0.03 -1.264
C 0.051240 -3.744113 1.992213 0.12 -0.62 0.22 -1.272
P 0.259478 2.970031 -1.516192 -1.09 2.31 0.13 0.610
H -0.737438 4.878695 -0.381786 0.12 -0.28 -0.19 0.570
H -1.876135 3.518055 -0.525295 0.39 -0.03 0.04 0.428
P 0.750977 -3.209235 0.404043 0.37 0.41 0.10 0.419
H -0.985594 -4.080301 1.832168 0.25 0.17 0.03 0.581
H 0.616754 -4.591126 2.413191 -0.23 0.08 -0.09 0.613
C 0.348297 -4.352425 -0.980913 0.19 -0.39 -0.10 0.831
C 2.581005 -3.382255 0.659402 -0.26 -0.27 0.04 0.950
C 1.800967 4.040861 -1.460696 0.36 -0.71 0.28 1.364
C -0.593848 3.272022 -3.155682 0.47 -0.93 -0.50 0.538
C -1.520961 2.088471 -3.473704 -0.11 -0.05 -0.10 -1.312
H 0.234157 3.272535 -3.887225 -0.24 -0.04 0.17 0.555
C -1.357869 4.591928 -3.248228 -0.01 0.33 0.25 -1.444
H -2.097836 4.689084 -2.444805 0.11 -0.02 -0.25 0.235
H -1.895228 4.612793 -4.205151 0.11 -0.10 0.19 0.487
H -0.700569 5.466597 -3.225200 -0.20 -0.19 0.05 0.316
H -0.961280 1.151672 -3.560429 -0.19 0.20 0.08 0.127
H -2.018523 2.271295 -4.435332 0.11 -0.01 0.16 0.513
H -2.301227 1.964794 -2.710377 0.20 -0.04 -0.14 0.212
H 1.944942 4.233237 -0.383639 -0.09 -0.15 -0.31 -0.433
C 1.673466 5.377625 -2.186944 -0.12 0.21 -0.12 -1.735
C 3.004082 3.243373 -1.982918 0.18 0.12 0.00 -1.387
H 0.868533 6.007359 -1.788964 0.15 -0.17 -0.10 0.323
H 1.520659 5.238337 -3.265618 0.04 0.04 0.27 0.346
H 2.612444 5.933817 -2.058985 -0.15 -0.16 -0.01 0.479
H 3.125765 2.288310 -1.457490 -0.05 0.18 -0.11 0.230
H 3.917408 3.833068 -1.828507 -0.15 -0.14 -0.07 0.460
H 2.911341 3.034469 -3.056649 0.00 0.02 0.24 0.332
H 2.776558 -2.852760 1.607435 -0.06 -0.20 -0.24 0.008
C 3.366166 -2.687997 -0.459858 0.15 -0.07 0.08 -1.441
C 3.002764 -4.849375 0.813242 0.36 0.07 0.06 -1.503
H 2.504226 -5.353992 1.649163 0.04 0.12 -0.19 0.293
H 4.082493 -4.876685 1.010809 -0.16 -0.14 -0.03 0.459
H 2.820514 -5.426277 -0.103207 0.03 0.13 0.20 0.303
H 3.254015 -1.597087 -0.425473 -0.09 -0.23 0.02 0.116
H 3.056937 -3.043285 -1.454030 0.08 0.06 0.20 0.272
H 4.434887 -2.916640 -0.341847 -0.20 0.07 -0.11 0.555
C -0.481244 -3.675395 -2.078112 -0.13 -0.03 -0.02 -1.143
C -0.318785 -5.643625 -0.498966 -0.02 -0.23 -0.17 -1.503
H 1.331744 -4.608311 -1.412423 -0.26 0.00 0.11 0.479
H -1.311462 -5.450426 -0.069466 0.24 -0.02 -0.10 0.256
H 0.285705 -6.181549 0.242660 -0.14 0.16 -0.11 0.315
H -0.453228 -6.307298 -1.364345 -0.04 0.07 0.22 0.474
H -1.405885 -3.241584 -1.673072 0.23 -0.04 -0.12 0.169
H -0.754872 -4.425795 -2.832227 0.07 0.15 0.10 0.531
H 0.081757 -2.881568 -2.583904 -0.10 -0.12 0.15 0.121
C 1.146519 -0.141274 -2.364804 0.25 -0.01 -0.49 0.615
H 1.134799 0.708202 -1.660341 0.05 -0.50 -0.29 -0.563
H 0.135486 -0.525001 -2.541901 0.31 0.16 0.15 0.091
H 1.827620 -0.926539 -2.020405 -0.28 0.29 -0.08 0.029
F -6.143566 -0.504274 -0.520712 0.63 -0.07 0.07 -0.402
C -4.784287 -0.663894 -0.377533 -0.11 -0.10 -0.06 0.078
C -4.294714 -1.933065 -0.107372 -1.35 0.04 -0.31 -0.847
C -2.902139 -2.078720 0.063821 0.79 -0.26 0.48 -0.051
C -2.094792 -0.963262 -0.027131 1.13 -0.58 -0.03 -0.586
C -2.589264 0.289052 -0.318226 0.74 0.64 0.05 0.922
C -3.976289 0.459772 -0.501524 -1.34 0.41 -0.40 -1.329
H -4.960219 -2.786970 -0.024583 -0.05 0.21 -0.09 0.425
H -2.478916 -3.057194 0.281699 -0.13 0.08 0.13 0.318
H -1.916215 1.141428 -0.397328 -0.06 0.01 0.21 0.986
H -4.400201 1.438048 -0.713592 -0.13 -0.18 0.09 0.467
```
Positions in Å, forces in eV/Å.